Molecular formula: C6H11ClO
Method: DFT, the ωB97M-V functional and the def2-TZVPD basis

Atoms and positions in Å:
C: 1.3776 0.5286 0.9789
C: 1.3090 1.8706 0.4414
C: -2.0820 -0.4222 0.8559
C: 0.9558 -0.9905 -1.5698
C: -1.1495 -0.2789 -0.3789
C: 0.2806 -0.7626 -0.1462
O: 1.8210 0.1194 1.9988
Cl: 0.2781 -2.2724 0.8302
H: 1.1868 1.9660 -0.7096
H: 2.0637 2.6205 0.7776
H: 0.3027 2.0700 0.9109
H: -1.7683 0.3197 1.5775
H: -3.0260 -0.2739 0.5921
H: -2.0813 -1.4386 1.3379
H: 0.6950 -0.0938 -2.2243
H: 2.0625 -0.9864 -1.3658
H: 0.4804 -1.8085 -2.0842
H: -1.0490 0.7468 -0.6923
H: -1.6570 -0.9139 -1.1300

Computed properties:
* lowest unoccupied orbital energy: 0.72 eV
* Kohn-Sham gap: 9.59 eV
* ΔE to the lowest compared entry with this formula, charge and spin: 205.3 kJ/mol
* spin multiplicity: 1
* electronic energy: -770.57119 hartree

The Löwdin scheme yields these atomic charges, measured in e: C -0.3568; C -0.0420; C -0.1175; C -0.1182; C -0.2925; C -0.6997; O 0.0835; Cl 0.6324; H 0.1156; H 0.0995; H 0.1131; H 0.0691; H 0.0107; H 0.0632; H 0.0852; H 0.0869; H 0.0583; H 0.0911; H 0.1179